Entry from OMol25: a structure of composition C29H49BrClN6O5W (ωB97M-V with the def2-TZVPD basis set).

Geometry as XYZ:
```
92
Properties=species:S:1:pos:R:3:forces:R:3
W -0.134 -0.022 -0.930 0.4269 0.0730 -1.3440
C -3.708 -0.314 -0.549 0.0043 -0.0808 -0.0789
N -2.529 -0.184 0.327 0.1506 -0.5608 0.1320
C -2.667 1.102 1.034 -0.0341 0.0996 -0.1479
C -2.644 -1.240 1.381 -0.0666 0.0950 0.1044
C -2.345 -2.677 1.004 0.0537 0.1698 -0.0959
N -0.923 -2.952 0.858 0.1062 -0.2146 -0.2222
C -0.289 -3.110 2.162 0.0542 0.1953 -0.2013
C -0.742 -4.193 0.109 0.0502 0.0889 0.0417
H -4.613 -0.428 0.058 0.0099 0.0037 -0.0072
H -3.608 -1.177 -1.202 0.0199 -0.0580 0.0143
H -3.815 0.575 -1.162 -0.0143 -0.0394 0.0553
H -3.598 1.118 1.614 0.0037 -0.0024 -0.0140
H -2.687 1.912 0.308 0.0114 0.0028 0.0066
H -1.830 1.254 1.708 0.0429 0.0116 0.0092
H -3.675 -1.196 1.754 0.0228 -0.0014 0.0743
H -2.000 -0.962 2.208 0.0270 0.0759 -0.0486
H -2.864 -2.950 0.085 0.0523 0.0175 -0.0836
H -2.760 -3.312 1.803 -0.1534 -0.0153 -0.0217
H -0.768 -3.904 2.754 -0.0347 -0.0515 0.0279
H -0.333 -2.181 2.726 0.0902 -0.3447 -0.3679
H 0.759 -3.381 2.026 0.0131 0.0364 0.0099
H -1.194 -5.044 0.637 0.0173 -0.0767 -0.0145
H 0.322 -4.390 -0.020 -0.0152 -0.0117 -0.0303
H -1.206 -4.111 -0.869 -0.0152 0.0596 -0.1528
C -0.869 -3.402 -5.001 0.0238 0.0189 -0.0177
O -1.247 -2.663 -3.845 -0.0191 -0.0477 0.0970
C -0.254 -2.066 -3.146 -0.0977 -0.1681 -0.1882
O -0.806 -1.422 -2.126 -0.1076 -0.2075 0.4618
N 0.987 -2.080 -3.390 0.0293 0.0076 0.0938
N 1.572 -0.917 -0.742 -0.3482 0.2555 0.0804
H -1.791 -3.786 -5.426 0.0012 -0.0118 0.0089
H -0.216 -4.236 -4.734 -0.0082 0.0001 -0.0058
H -0.374 -2.756 -5.728 0.0056 0.0091 0.0041
H 1.213 -2.630 -4.210 -0.0208 0.0116 -0.0032
H 2.282 -0.856 -1.462 -0.0813 -0.0310 -0.1169
H 1.839 -1.565 -0.012 -0.1875 -0.0257 0.0863
C 0.845 3.159 1.513 -0.0181 -0.1390 -0.0154
C 0.481 3.159 0.006 0.0805 0.1700 -0.2116
C -0.600 4.235 -0.187 -0.0354 -0.0257 0.0474
C 1.733 3.531 -0.813 -0.0770 -0.0162 0.0225
N 0.045 1.857 -0.402 0.2344 -0.0784 0.3472
H 0.808 4.184 1.877 0.0467 0.0049 -0.0019
H 1.852 2.782 1.686 0.0134 -0.0569 -0.0012
H 0.136 2.572 2.099 -0.0326 0.0431 0.0023
H -0.210 5.196 0.151 -0.0045 0.0022 0.0028
H -1.492 4.008 0.401 0.0010 -0.0130 -0.0139
H -0.886 4.357 -1.229 0.0430 0.0747 0.0374
H 2.212 4.406 -0.372 -0.0019 0.0208 -0.0335
H 1.456 3.770 -1.841 0.0138 -0.0206 -0.0074
H 2.440 2.701 -0.839 0.0223 0.0095 0.0387
Cl 0.291 0.582 -5.498 0.0148 0.0294 0.0131
C 1.863 0.816 -4.697 -0.0549 0.0376 -0.0740
C 1.840 0.745 -3.181 0.1493 -0.0327 -0.0617
O 2.900 0.753 -2.591 -0.0722 0.0138 0.0328
O 0.650 0.726 -2.645 -0.2832 -0.1106 0.7144
H 2.243 1.792 -4.992 0.0156 -0.0039 0.0027
H 2.547 0.052 -5.052 -0.0077 -0.0019 0.0044
C 3.901 -0.620 6.630 -0.0054 -0.0002 -0.0176
C 3.177 -0.444 5.330 0.0025 0.0002 -0.0273
C 1.791 -0.530 5.268 -0.0113 -0.0036 0.0085
C 1.093 -0.338 4.089 -0.0691 0.0020 -0.0232
C -0.408 -0.366 4.154 -0.0034 0.1240 0.2371
C 1.819 -0.056 2.910 0.0837 0.0509 0.0876
C 1.249 0.190 1.615 -0.2360 0.0633 0.0492
O 0.124 -0.161 1.175 0.1003 0.2713 0.5885
C 3.237 0.062 2.960 -0.0424 -0.0284 -0.0407
C 4.076 0.377 1.746 0.0061 0.0534 0.0038
C 3.879 -0.147 4.164 0.0182 -0.0402 0.0306
H 3.316 -1.206 7.336 0.0022 0.0002 0.0039
H 4.090 0.357 7.081 0.0029 -0.0050 0.0106
H 4.865 -1.104 6.482 0.0004 -0.0030 0.0030
H 1.233 -0.736 6.174 0.0067 0.0157 0.0084
H -0.742 0.072 5.094 0.0151 0.0167 0.0151
H -0.782 -1.392 4.126 -0.0417 0.2721 0.2183
H -0.862 0.187 3.340 -0.0126 0.0365 -0.0117
H 1.872 0.744 0.923 0.1559 -0.1121 0.0044
H 4.002 1.434 1.473 -0.0316 -0.0057 -0.0005
H 3.797 -0.203 0.867 0.0299 -0.0185 0.0061
H 5.123 0.177 1.961 0.0023 0.0064 -0.0005
H 4.960 -0.079 4.202 0.0005 -0.0061 -0.0002
Br -2.134 4.720 -4.133 0.0008 -0.0197 -0.0096
C -2.384 2.866 -3.902 -0.0159 0.0519 -0.0116
C -3.089 2.115 -4.823 0.0066 -0.0218 0.0208
C -3.207 0.759 -4.573 -0.0005 0.0091 -0.0098
C -2.624 0.219 -3.441 -0.0487 -0.0793 0.0044
N -1.951 0.948 -2.548 0.0060 0.2653 -0.1231
C -1.836 2.253 -2.791 0.0089 -0.0440 0.0180
H -3.520 2.571 -5.703 0.0002 0.0096 0.0029
H -3.736 0.113 -5.260 -0.0108 0.0005 0.0081
H -2.695 -0.840 -3.247 0.0341 0.0069 -0.0096
H -1.270 2.824 -2.076 -0.0140 -0.0582 -0.0349
```
Positions in Å, forces in eV/Å.

**Spin multiplicity**: 3
**F_max**: 1.412 eV/Å
**LUMO energy (alpha / beta)**: -3.3 / -4.2 eV
**Total charge**: +1
**Energy relative to the best compared isomer or geometry (same formula, charge and spin)**: 160.5 kJ/mol

=====

Entry from OMol25: a structure of composition C29H49BrKO15Pb2S5 (ωB97M-V with the def2-TZVPD basis set).

Geometry as XYZ:
```
102
Properties=species:S:1:pos:R:3:forces:R:3
K -2.917 -2.059 3.656 -0.1910 -0.0288 -0.2012
Pb -2.746 -0.424 -3.687 0.4381 -0.5392 1.1025
Pb -2.993 -3.556 -1.628 1.3315 -1.0873 0.4312
C -0.385 0.646 -0.662 -0.1845 0.2652 -0.3238
C -0.858 -0.770 -0.490 -0.2199 -2.5801 -0.2880
C -1.514 -0.980 0.877 -1.1380 1.5278 0.2037
O -1.602 -1.323 -1.575 -0.8213 0.1190 -0.7853
H -0.027 0.970 0.315 0.4155 0.2960 -0.2263
H -1.152 1.340 -1.008 -0.4996 -0.2672 0.4147
H 0.345 0.726 -1.469 0.4587 -0.1210 0.2694
H -0.022 -1.470 -0.410 0.8867 0.3966 -0.1191
H -1.934 -1.943 1.158 0.4716 -0.4945 -0.7067
H -2.374 -0.307 0.893 -0.1218 0.2108 0.2681
H -0.847 -0.642 1.672 0.2365 -0.0775 0.0356
Br -3.163 -4.512 1.186 0.1957 0.3704 -0.5215
C -4.969 -1.198 0.771 -0.6451 0.9199 0.5841
C -4.546 -0.989 -0.500 -0.1186 -0.5214 0.3222
C -4.279 0.418 -1.023 0.8108 0.6489 1.0081
O -3.706 0.654 -2.172 -1.3855 -0.0572 0.5289
C -4.436 1.494 -0.184 -0.4552 -0.7247 1.1290
C -4.933 1.361 1.207 -1.1282 1.5701 1.4347
C -5.229 -0.119 1.694 0.3766 0.0497 2.3455
O -5.502 -0.314 2.913 0.7584 0.3395 -2.8059
O -5.163 2.284 2.035 1.0745 -2.3542 -2.6882
O -4.318 -2.057 -1.221 -1.4793 2.4501 -0.8265
H -5.131 -2.203 1.135 0.0135 -0.0996 -0.1443
H -4.095 2.442 -0.572 -0.3016 0.1206 0.3010
C 1.720 -4.339 1.296 0.0821 -1.4015 -0.8154
C 2.620 -3.994 0.082 2.1750 0.1235 2.7311
C 1.920 -3.650 -1.193 -0.6663 -0.4301 0.4599
S 0.612 -4.921 -1.198 1.4464 -1.6486 -0.8373
O 1.176 -6.072 -1.970 -1.6258 2.2662 1.8943
O -0.669 -4.329 -1.583 0.9955 -0.4741 0.0157
C 0.602 -5.304 0.657 0.9863 2.4048 -0.1178
H 1.540 -3.537 2.013 -1.7574 0.8365 -1.1377
H 2.223 -4.879 2.101 0.7625 -1.0302 -0.7869
H 3.316 -4.834 0.062 -0.3551 -0.4541 -1.1079
H 3.360 -3.260 0.410 -0.2958 0.7307 -0.2777
H 2.594 -3.733 -2.044 -0.3991 -0.2960 -0.1245
H 1.416 -2.683 -1.182 0.0613 0.0087 0.1178
H 0.881 -6.355 0.605 -0.2397 0.0521 0.6819
H -0.311 -4.959 1.140 -0.5971 -0.9661 -0.6210
C 0.344 4.136 -1.780 -1.2521 -0.3199 -0.2315
C -1.026 4.820 -1.423 -0.5096 0.0913 1.1272
C -2.276 4.178 -2.163 1.3431 0.5278 -1.0191
S -1.502 3.233 -3.507 -1.1773 0.5718 -1.7718
O -2.006 3.712 -4.784 0.3589 -0.3853 0.7773
O -1.584 1.779 -3.315 0.5828 0.6671 0.1628
C 0.153 3.823 -3.278 0.4976 0.2188 0.4735
H 0.487 3.287 -1.111 0.1836 -0.1966 -0.3352
H 1.193 4.814 -1.713 -0.1742 0.0503 0.3731
H -0.955 5.894 -1.600 -0.1883 -0.0764 -0.9423
H -1.239 4.900 -0.356 0.2524 -0.7814 0.2316
H -2.792 4.990 -2.676 -0.0297 -0.1586 -0.1906
H -3.066 3.532 -1.778 0.6448 0.0276 0.8901
H 0.209 4.820 -3.718 -0.4155 -0.1420 -0.5333
H 0.831 3.190 -3.849 0.0941 -0.2136 0.4371
C -0.485 3.415 2.404 -0.4443 0.0242 -0.1408
C -0.683 4.626 3.236 -0.9713 1.3701 0.1023
C 0.423 4.675 4.223 1.8117 0.0950 0.2908
S 1.929 3.974 3.345 -0.4848 -0.3664 -2.2554
O 2.274 2.669 3.949 0.3396 1.9534 -0.0775
O 2.876 5.034 2.900 -1.4307 -2.1918 1.5144
C 0.923 3.464 1.847 -0.0084 0.6680 0.7882
H -1.294 3.535 1.684 0.1744 -1.1311 -0.4105
H -0.651 2.653 3.166 0.0289 -0.9596 -0.8248
H -1.666 4.538 3.700 0.1117 0.0641 0.4136
H -0.786 5.524 2.626 0.4804 0.1847 -0.0269
H 0.280 3.941 5.016 0.0072 0.3994 0.3109
H 0.713 5.680 4.528 -0.0830 -0.2216 0.4328
H 1.285 2.537 1.406 0.2629 0.1855 0.1646
H 0.999 4.327 1.184 0.1434 -0.1877 -0.2901
C 3.212 -1.044 3.858 -0.6508 -0.2481 1.2364
C 3.288 -2.532 4.185 0.5416 -2.7501 -0.8263
C 2.264 -3.091 5.182 -0.2398 0.0657 0.9926
S 0.857 -1.978 5.108 1.5919 3.0130 -0.0531
O 0.501 -1.535 6.452 -0.7569 -1.0829 -1.1532
O -0.114 -2.295 4.041 0.1550 -0.8425 1.4697
C 1.773 -0.583 4.345 0.8581 -0.0285 -0.4507
H 3.612 -0.845 2.864 -1.1114 -0.0022 -0.4263
H 4.013 -0.575 4.430 -0.5084 0.3045 0.5522
H 4.288 -2.805 4.523 -0.0257 0.1950 0.3899
H 3.196 -3.245 3.364 -0.0512 0.7204 -0.8378
H 2.745 -3.140 6.159 -0.6676 0.7842 0.4170
H 1.810 -4.083 5.142 0.4704 -0.2696 -1.0896
H 1.858 0.176 5.121 -0.0784 0.0354 -0.1717
H 1.080 -0.268 3.566 0.3197 0.2444 -0.0820
C 2.743 -0.128 -4.698 -1.2240 -2.1578 1.5117
C 2.862 -0.772 -6.054 0.4427 -0.7764 -1.3587
C 1.449 -1.006 -6.562 -1.4235 0.9341 1.4241
S 0.535 -1.632 -5.063 3.2531 -0.0127 0.0684
O 0.343 -3.045 -5.187 -0.6665 -0.1426 0.1266
O -0.525 -0.718 -4.709 -0.3479 0.2741 -0.2936
C 1.936 -1.257 -3.904 -0.4519 1.0456 -0.8819
H 2.145 0.781 -4.768 0.2675 0.1716 0.3404
H 3.592 -0.092 -4.017 0.5770 0.8322 -0.8729
H 3.338 -1.752 -5.996 0.4736 0.1659 0.0756
H 3.324 -0.184 -6.847 0.4894 0.0716 0.3121
H 1.214 -1.616 -7.432 0.4081 -0.1834 0.2233
H 1.055 0.002 -6.694 -0.4647 -0.1051 -0.3087
H 2.568 -2.133 -3.765 -0.1115 -0.0786 -0.3777
H 1.625 -0.923 -2.914 -0.5675 0.0022 -0.2124
```
Positions in Å, forces in eV/Å.

**F_max**: 3.731 eV/Å
**LUMO energy**: -2.9 eV
**Total charge**: +1